{"formula": "C28H22N6O8S", "method": "wB97M-V/def2-TZVPD", "e_tot_ev": -65536.905, "total_charge": 0, "largest_force_ev_per_a": 5.03, "lumo_ev": -0.837, "symbols": ["O", "C", "N", "C", "C", "C", "C", "C", "C", "O", "C", "N", "S", "N", "C", "C", "H", "H", "H", "H", "H", "H", "H", "C", "C", "C", "C", "C", "C", "N", "O", "O", "H", "H", "H", "H", "H", "C", "C", "C", "C", "C", "C", "N", "O", "O", "H", "H", "H", "H", "H", "C", "C", "C", "C", "C", "C", "N", "O", "O", "H", "H", "H", "H", "H"], "coordinates": [[4.886785, -3.279418, 1.785784], [5.285247, -2.747400, 0.822207], [5.776949, -2.208573, -0.170633], [5.550605, -0.759474, -0.001919], [4.157805, -0.318588, -0.209120], [3.841757, 0.998421, -0.033227], [2.463990, 1.630675, -0.159499], [1.387880, 0.475754, -0.455135], [0.188217, 0.449251, 0.586910], [1.368214, -0.577533, 0.495905], [4.934800, 1.897311, 0.314278], [4.843255, 3.223941, 0.513900], [6.338343, 3.758402, 0.874271], [7.235178, 2.363510, 0.822852], [6.309376, 1.464548, 0.499149], [6.585850, 0.051945, 0.333478], [3.378286, -1.029793, -0.492237], [2.083254, 2.037895, 0.790387], [2.356930, 2.338732, -0.995700], [1.136170, 0.247809, -1.515738], [0.438597, 0.593773, 1.652997], [-0.567013, -0.319283, 0.479863], [7.582407, -0.394348, 0.440049], [6.217238, -5.875349, 1.872135], [6.603774, -6.965597, 2.642170], [7.697240, -7.730227, 2.266607], [8.397635, -7.391302, 1.121023], [8.019364, -6.312394, 0.340011], [6.923284, -5.552651, 0.718998], [9.571210, -8.184419, 0.733603], [9.865072, -9.135954, 1.430042], [10.182693, -7.841451, -0.258790], [5.366081, -5.277941, 2.172706], [6.052517, -7.217205, 3.538850], [7.991780, -8.576734, 2.871075], [8.565446, -6.053485, -0.556438], [6.623538, -4.706997, 0.115172], [-5.990517, 3.852596, 1.232995], [-5.598763, 2.804852, 2.055353], [-4.508004, 2.022744, 1.710378], [-3.816944, 2.303178, 0.542391], [-4.202579, 3.340915, -0.290154], [-5.296146, 4.117590, 0.059584], [-2.646987, 1.492733, 0.186351], [-2.344640, 0.575472, 0.929173], [-2.044039, 1.784730, -0.827795], [-6.838652, 4.464447, 1.507058], [-6.143271, 2.599754, 2.967501], [-4.208154, 1.208358, 2.354970], [-3.664350, 3.554272, -1.203255], [-5.606283, 4.933315, -0.581140], [-9.992924, 3.861959, -4.339345], [-9.578459, 2.567086, -4.056408], [-9.185288, 2.229573, -2.770780], [-9.216195, 3.195980, -1.779046], [-9.620666, 4.492719, -2.050280], [-10.010020, 4.824615, -3.338561], [-8.823806, 2.835440, -0.411672], [-8.455885, 1.696589, -0.210362], [-8.891555, 3.698356, 0.443804], [-10.304821, 4.121654, -5.343514], [-9.564791, 1.819398, -4.838558], [-8.863669, 1.219824, -2.556979], [-9.639270, 5.245883, -1.274897], [-10.330800, 5.833541, -3.562606]], "forces_ev_per_a": [[0.145, 0.714, -1.205], [0.179, -0.585, 0.667], [-0.666, 0.522, 1.096], [-0.904, 0.091, -0.645], [0.815, 0.661, 0.154], [0.521, 0.918, 0.079], [-1.699, -2.607, -0.566], [-1.246, 0.915, 2.629], [3.417, -3.693, 0.027], [0.904, 0.845, -1.920], [0.918, 0.630, 0.323], [0.676, -0.433, 0.022], [0.010, -0.352, -0.006], [-2.075, 1.081, -0.277], [-0.043, -2.204, -0.315], [-0.081, -0.192, -0.213], [0.516, 0.079, 0.196], [0.721, 0.304, -0.404], [0.398, 0.067, 0.548], [0.198, -0.018, 0.899], [-0.879, 1.713, -0.633], [-0.425, 1.226, -0.695], [-0.416, 0.469, 0.058], [-0.048, -0.159, 0.078], [0.054, 0.095, -0.176], [-0.034, -0.163, 0.247], [-0.324, 0.230, 0.119], [0.045, 0.192, -0.242], [-0.059, -0.163, 0.243], [0.134, -0.105, -0.053], [-0.041, 0.038, -0.004], [-0.048, 0.011, 0.022], [0.165, -0.230, -0.027], [0.032, -0.021, -0.026], [0.136, 0.005, -0.136], [0.095, -0.144, 0.069], [0.094, -0.070, -0.083], [0.047, 0.095, 0.059], [0.040, 0.080, -0.134], [-0.030, -0.143, 0.220], [-0.306, 0.263, 0.142], [0.041, 0.142, -0.257], [-0.033, -0.110, 0.141], [-0.054, -0.064, 0.076], [-1.055, 0.370, 0.032], [-0.070, -0.052, -0.015], [0.028, -0.041, -0.006], [0.020, -0.029, -0.037], [0.124, -0.004, -0.136], [0.098, -0.139, 0.077], [0.038, -0.028, -0.003], [-0.006, 0.006, -0.025], [-0.032, 0.155, 0.029], [0.049, -0.267, -0.068], [-0.112, 0.119, -0.401], [-0.046, 0.257, 0.093], [0.026, -0.142, -0.065], [0.056, -0.087, 0.140], [-0.002, 0.045, -0.014], [-0.109, 0.006, -0.082], [0.018, -0.007, 0.032], [0.017, -0.001, 0.049], [0.006, 0.083, 0.166], [0.043, -0.154, 0.090], [0.017, -0.021, 0.044]]}